Computed, not measured: C14H18N2O3 in the gas phase in a non-equilibrium geometry, with wB97M-V/def2-TZVPD.

XYZ file:
```
37
Properties=species:S:1:pos:R:3:nbo_charge:R:1
N -2.235 -1.699 0.515 -0.8267
C -1.182 -0.866 0.113 -0.1086
C -1.697 0.305 -0.849 -0.4080
C -1.572 -0.067 -2.339 -0.0245
C -2.619 -0.046 -3.194 -0.2093
C -2.430 -0.272 -4.569 -0.2070
C -1.275 -0.840 -5.010 -0.2129
C -0.183 -0.956 -4.092 -0.2208
C -0.323 -0.510 -2.821 -0.2067
C -0.492 -0.166 1.324 0.7228
O -0.943 0.677 2.012 -0.6442
N 0.917 -0.270 1.397 -0.4424
C 1.906 -1.394 0.999 -0.2306
C 3.177 -0.842 1.637 -0.4195
C 2.704 -0.196 2.913 -0.4329
C 1.388 0.375 2.469 -0.1550
C 1.388 1.949 2.433 0.7852
O 2.494 2.501 2.354 -0.6062
O 0.283 2.616 2.716 -0.6770
H -2.390 -1.766 1.472 0.3649
H -2.112 -2.629 0.250 0.3648
H -0.439 -1.453 -0.434 0.2039
H -2.685 0.459 -0.591 0.2245
H -1.182 1.181 -0.570 0.2175
H -3.579 0.210 -2.821 0.2120
H -3.351 -0.371 -5.214 0.2131
H -1.272 -1.079 -6.119 0.2207
H 0.676 -1.406 -4.530 0.2157
H 0.614 -0.469 -2.131 0.2083
H 2.137 -1.230 -0.110 0.2097
H 1.712 -2.482 1.166 0.2134
H 3.828 -1.770 1.748 0.2121
H 3.740 -0.316 0.859 0.2271
H 3.268 0.682 3.211 0.2672
H 2.754 -0.922 3.745 0.2198
H 0.651 -0.025 3.263 0.2004
H -0.558 1.989 2.685 0.5291
```

Calculated values
LUMO level: 0.346 eV
Electronic energy: -879.428380 Ha
SMILES string: N[C@@H](Cc1ccccc1)C(=O)N1CCC[C@H]1C(=O)O
ΔE to the lowest compared entry with this formula, charge and spin: 86.9 kcal per mole
Gap between HOMO and LUMO: 9.547 eV
Max |F|: 0.12816 hartree/bohr
2S+1: 1

Computed, not measured: C14H22N2O in the gas phase in a non-equilibrium geometry, with wB97M-V/def2-TZVPD.

XYZ file:
```
39
Properties=species:S:1:pos:R:3:nbo_charge:R:1
C -0.294 2.847 -1.351 -0.6098
C -1.375 3.476 -0.478 -0.3969
C -2.307 2.432 0.101 -0.4235
C -1.692 1.509 1.207 -0.0669
O -0.754 0.613 0.605 -0.5277
C -1.200 -0.650 0.237 0.2735
C -2.491 -1.040 0.037 -0.3051
C -2.793 -2.357 -0.202 -0.1904
C -1.776 -3.257 -0.462 -0.2403
C -0.470 -2.796 -0.355 -0.2164
C -0.111 -1.546 0.037 0.1827
N 1.276 -1.158 0.098 -0.4913
C 1.827 -0.564 -1.110 -0.2224
C 3.265 -0.317 -0.984 -0.2248
N 3.633 0.548 0.139 -0.6514
C 2.615 0.650 1.209 -0.2276
C 1.805 -0.677 1.373 -0.2083
H 0.525 2.368 -0.779 0.2147
H 0.104 3.660 -1.975 0.2033
H -0.792 2.133 -2.000 0.2045
H -0.972 3.996 0.412 0.1939
H -1.917 4.199 -1.059 0.2048
H -2.819 1.801 -0.660 0.2065
H -3.177 2.995 0.538 0.2065
H -1.075 1.985 1.950 0.1954
H -2.520 0.897 1.704 0.1825
H -3.308 -0.324 0.233 0.2164
H -3.821 -2.647 -0.166 0.2110
H -1.919 -4.313 -0.600 0.2144
H 0.235 -3.587 -0.598 0.2162
H 1.587 -1.129 -2.007 0.2107
H 1.369 0.445 -1.307 0.1624
H 3.835 -1.278 -0.821 0.1784
H 3.694 0.138 -1.883 0.2036
H 4.029 1.453 -0.119 0.3700
H 3.149 0.816 2.197 0.1964
H 1.831 1.484 1.073 0.1651
H 2.571 -1.392 1.701 0.1800
H 1.045 -0.597 2.118 0.2098
```

Calculated values
LUMO level: 0.889 eV
Electronic energy: -731.346067 Ha
SMILES string: CCCCOc1ccccc1N1CCNCC1
ΔE to the lowest compared entry with this formula, charge and spin: 45.6 kcal per mole
Gap between HOMO and LUMO: 8.782 eV
Max |F|: 0.05656 hartree/bohr
2S+1: 1

Computed, not measured: 2 unconnected molecules or ions with the total composition C4H15N2, with wB97M-V/def2-TZVPD.

XYZ file:
```
21
Properties=species:S:1:pos:R:3:nbo_charge:R:1
C -0.651 -0.080 2.164 -0.4219
N -1.955 -0.659 1.948 -0.5911
C -2.165 -1.067 0.574 -0.4220
H 0.108 -0.872 2.149 0.1774
H -0.358 0.705 1.436 0.1251
H -0.592 0.388 3.143 0.2427
H -2.662 0.036 2.164 0.3657
H -1.984 -0.258 -0.153 0.1414
H -3.181 -1.424 0.437 0.2370
H -1.509 -1.907 0.331 0.1721
C 1.222 1.569 -1.914 -0.6423
C 1.979 0.476 -1.204 -0.2095
N 1.022 -0.613 -0.737 -0.6895
H 1.938 2.305 -2.272 0.2628
H 0.715 1.176 -2.793 0.2262
H 0.522 2.080 -1.258 0.2309
H 2.692 -0.013 -1.857 0.2290
H 2.483 0.812 -0.308 0.2292
H 0.531 -0.340 0.124 0.4542
H 1.530 -1.476 -0.538 0.4424
H 0.313 -0.841 -1.436 0.4402
```

Calculated values
LUMO level: -3.447 eV
Electronic energy: -270.642760 Ha
Total charge: +1
ΔE to the lowest compared entry with this formula, charge and spin: 27.2 kcal per mole
Gap between HOMO and LUMO: 9.213 eV
Max |F|: 0.01222 hartree/bohr
2S+1: 1

Computed, not measured: C5H12O2 in the gas phase in a non-equilibrium geometry, with wB97M-V/def2-TZVPD.

XYZ file:
```
19
Properties=species:S:1:pos:R:3:nbo_charge:R:1
C -0.310 0.578 1.488 -0.6444
C 0.157 -0.059 0.203 -0.0082
C 0.916 -1.354 0.405 -0.6294
C 0.621 0.819 -0.848 -0.0727
O 2.037 1.396 -0.037 -0.8542
C -1.273 -0.368 -0.960 -0.0811
O -2.516 -0.202 -0.331 -0.7196
H -1.391 0.540 1.641 0.2360
H 0.126 0.129 2.384 0.2203
H -0.073 1.641 1.567 0.2307
H 1.759 -1.189 1.080 0.2284
H 0.260 -2.114 0.843 0.2205
H 1.325 -1.742 -0.531 0.2054
H 1.055 0.370 -1.736 0.2040
H 0.091 1.760 -0.966 0.2116
H 2.779 0.800 -0.223 0.4474
H -1.155 -1.440 -1.126 0.1589
H -1.351 0.057 -1.966 0.1738
H -3.055 0.379 -0.886 0.4728
```

Calculated values
LUMO level: 0.655 eV
Electronic energy: -348.077558 Ha
SMILES string: CC(C)(CO)CO
ΔE to the lowest compared entry with this formula, charge and spin: 79.9 kcal per mole
Gap between HOMO and LUMO: 9.420 eV
Max |F|: 0.11809 hartree/bohr
2S+1: 1